# C4H27NO9

A 9-piece molecular cluster, C4H27NO9 overall at a distorted geometry (ωB97M-V/def2-TZVPD, the OMol25 dataset).

E_tot in eV: -24499.7175
LUMO in eV: -0.02
SMILES: C[C@H](O)CCN.O.O.O.O.O.O.O.O

Cartesian coordinates (Å):
C  -0.50  1.30  -1.07
C  0.17  2.54  -0.62
C  -0.26  3.85  -1.28
O  1.57  2.29  -1.15
C  -0.79  0.40  0.25
N  0.25  -0.49  0.76
H  -1.53  1.36  -1.38
H  -0.13  0.58  -1.72
H  0.40  2.50  0.47
H  -0.73  3.65  -2.31
H  0.54  4.65  -1.42
H  -1.03  4.35  -0.61
H  1.57  2.34  -2.12
H  -1.35  1.06  0.99
H  -1.66  -0.22  -0.07
H  1.17  -0.01  0.55
H  0.26  -1.36  0.22
H  1.33  0.45  2.84
H  0.37  -0.59  3.02
O  0.62  0.32  3.50
H  -0.74  -1.43  -1.80
H  -0.48  -2.95  -1.60
O  -0.78  -2.18  -1.04
H  -1.43  1.05  4.60
H  -1.26  0.34  3.35
O  -2.03  0.86  3.85
H  3.06  -2.00  -1.05
H  2.71  -2.21  -2.50
O  2.90  -1.59  -1.82
H  1.20  -3.97  -3.07
H  1.51  -4.70  -1.65
O  1.48  -3.88  -2.18
H  0.11  -3.84  3.40
H  -0.33  -2.39  3.26
O  0.14  -2.96  2.81
H  0.08  -1.58  -4.48
H  1.20  -1.55  -3.41
O  0.38  -1.91  -3.69
H  -3.12  2.90  3.16
H  -2.27  2.02  2.56
O  -2.62  2.99  2.47

=====

# C8H12CsF8O4S

C8H12CsF8O4S as an isolated structure at a distorted geometry (ωB97M-V/def2-TZVPD, the OMol25 dataset).

Net charge: +1
E_tot in eV: -49798.8917
LUMO in eV: -3.16

Cartesian coordinates (Å):
Cs  17.54  -9.86  15.89
O  16.90  -7.04  15.21
S  17.50  -6.04  16.04
O  18.42  -6.40  17.07
O  18.16  -5.01  15.07
C  19.49  -4.46  15.36
C  19.38  -3.10  16.00
C  16.19  -5.07  16.70
H  19.99  -4.42  14.39
H  20.04  -5.16  15.98
H  20.37  -2.66  16.11
H  18.93  -3.19  17.00
H  18.77  -2.43  15.41
H  15.67  -4.67  15.84
H  16.65  -4.27  17.27
H  15.55  -5.69  17.31
C  20.15  -13.00  15.94
C  20.75  -12.05  14.94
C  20.89  -12.72  13.57
F  21.64  -11.93  12.78
F  21.50  -13.90  13.74
F  19.88  -10.97  14.81
F  21.92  -11.54  15.34
O  19.80  -12.28  17.13
C  20.21  -12.84  18.29
C  19.63  -12.04  19.44
F  20.15  -12.51  20.58
F  19.98  -10.74  19.29
F  19.77  -14.12  18.39
F  21.55  -12.89  18.36
H  20.77  -13.86  16.16
H  19.22  -13.39  15.50
H  19.91  -12.85  13.09
H  18.54  -12.14  19.48

=====

# C4H12N3O2

A 4-piece molecular cluster, C4H12N3O2 overall at a distorted geometry (ωB97M-V/def2-TZVPD, the OMol25 dataset).

Net charge: +1
E_tot in eV: -12894.6076
LUMO (alpha / beta) in eV: -2.44 / -6.87
2S+1: 3

Cartesian coordinates (Å):
C  -1.14  -1.97  1.07
C  -3.49  -2.54  1.83
C  3.42  3.18  0.28
C  -2.53  -0.17  -1.88
N  -1.43  0.07  -1.90
N  -2.34  -2.10  1.07
N  1.11  -0.11  -0.87
O  -0.05  -1.90  0.72
O  3.11  2.00  -0.46
H  -3.36  -2.67  2.87
H  -4.40  -1.89  1.54
H  -3.59  -3.62  1.44
H  2.64  3.90  0.08
H  4.36  3.70  -0.12
H  3.54  2.90  1.36
H  -3.58  -0.27  -1.89
H  0.25  0.12  -1.36
H  3.40  2.11  -1.38
H  1.70  0.80  -0.59
H  1.44  -0.69  -1.65
H  0.94  -0.84  -0.15

=====

# C4H6NS

An isolated ion of composition C4H6NS and charge +1 at a distorted geometry (ωB97M-V/def2-TZVPD, the OMol25 dataset).

Net charge: +1
E_tot in eV: -16561.2311
LUMO (alpha / beta) in eV: -6.30 / -6.30

Cartesian coordinates (Å):
C  0.12  1.20  -0.33
C  1.24  0.28  0.10
C  -1.54  -0.33  0.45
C  0.73  -0.93  -0.49
N  -1.02  0.77  -0.19
S  -0.63  -1.80  -0.17
H  0.31  2.14  -0.83
H  2.23  0.56  -0.26
H  1.22  0.27  1.20
H  -1.46  -0.25  1.54
H  -2.59  -0.47  0.18
H  1.39  -1.44  -1.19

=====

# H14O7

H14O7 as an isolated structure at a distorted geometry (ωB97M-V/def2-TZVPD, the OMol25 dataset).

E_tot in eV: -14552.6888
LUMO in eV: 0.16

Cartesian coordinates (Å):
H  1.11  0.76  -0.74
H  0.35  -0.63  -0.49
H  -0.08  2.81  -0.20
H  -1.27  3.39  0.57
H  1.48  -5.15  0.38
H  0.97  -4.44  1.55
H  -1.90  0.17  0.13
H  -0.93  1.26  0.48
H  2.17  -1.00  -0.68
H  3.54  -1.23  -0.41
H  -0.44  0.60  -3.17
H  -0.89  2.04  -2.86
H  -1.24  1.95  2.54
H  -1.27  0.90  3.68
O  0.36  0.38  -0.31
O  -0.97  2.76  -0.10
O  0.78  -5.21  1.10
O  -1.28  0.81  -0.29
O  2.84  -1.69  -0.74
O  -0.16  1.39  -2.77
O  -1.77  1.38  3.01

=====

- Which value of E_tot does entry 3 give?
  -12894.6076 eV

=====

- Number 5 is which compound?
  H14O7

=====

- The highest E_tot belongs to which entry?
  C4H12N3O2

=====

- Among the records above, which one has the lowest E_tot?
  C8H12CsF8O4S